C2HFN4O7 as an isolated structure at a distorted geometry. Source: the Open Molecules 2025 dataset; level of theory: the ωB97M-V functional and the def2-TZVPD basis.

The HOMO energy is -11.5 eV. The largest force on an atom is 5.18 eV/A. The relative energy (zero: lowest compared OMol25 entry of this formula, charge and spin) is 30.8 kcal per mole. Its LUMO energy is -1.5 eV. The total energy comes out at -25090.9519 eV.

```
! RIJCOSX wB97M-V def2-TZVPD def2/J DEFGRID3
* xyz 0 1
C 1.43065 0.53608 0.21638
C -0.76417 1.58334 0.17896
N 3.27105 -1.06761 0.33957
N 0.09777 0.55787 0.41674
N -0.85251 -0.94710 0.17377
N -1.37675 -0.88694 -1.21274
O 2.15232 1.49074 0.21644
O -1.88389 1.58851 -0.17863
O 3.44073 -2.14165 0.66451
O -0.58612 -0.48316 -2.01822
O -2.46128 -1.42644 -1.28808
O -1.77689 -0.81408 1.09567
O 1.80802 -0.76004 0.35371
F -0.12098 2.83917 0.30986
H -2.37796 -0.06869 0.73206
*
```

Here are the Löwdin charges for atoms 1 to 4, given in e:
1 C -0.55
2 C -0.45
3 N 0.07
4 N 0.20



C36H32IrN3O3PSSb as an isolated structure. Source: the Open Molecules 2025 dataset; level of theory: the ωB97M-V functional and the def2-TZVPD basis.

The HOMO energy is -14.3 eV. The largest force on an atom is 0.47 eV/A. The relative energy (zero: lowest compared OMol25 entry of this formula, charge and spin) is 0.0 kcal per mole. Its LUMO energy is -6.6 eV. The total energy comes out at -77951.5866 eV.

```
! RIJCOSX wB97M-V def2-TZVPD def2/J DEFGRID3
* xyz 2 1
Ir 0.92474 0.57834 -0.25843
C 1.87688 -0.58727 2.64742
C 1.98560 -1.56780 1.53651
C 2.28625 -2.88880 1.87312
C 2.54740 -3.82623 0.90923
C 2.56968 -3.39427 -0.41103
C 2.20832 -2.10180 -0.71787
N 1.85241 -1.20223 0.23700
Sb 2.58812 -1.52790 -2.72520
C 0.65229 -0.70441 -3.08265
C -0.00128 -0.78486 -4.29805
C -0.98319 0.15248 -4.60744
C -1.18464 1.21577 -3.74601
C -0.48689 1.25404 -2.54997
C -0.44440 2.46743 -1.67186
N 0.32305 0.24459 -2.19563
C 3.39746 0.37010 -2.07285
C 4.63468 0.60921 -2.63325
C 5.32228 1.77745 -2.32156
C 4.70583 2.68307 -1.49886
C 3.44070 2.42331 -0.96212
C 2.82768 3.50480 -0.12877
N 2.81100 1.25147 -1.21155
H 2.41495 -0.97641 3.50990
H 0.84281 -0.43574 2.96555
H 2.31064 0.36910 2.39286
H 2.33407 -3.13879 2.92360
H 2.77469 -4.85151 1.16904
H 2.86610 -4.06728 -1.20498
H 0.27496 -1.55173 -5.00937
H -1.52772 0.09111 -5.54034
H -1.85700 2.02553 -3.99442
H -1.38171 3.01811 -1.69055
H 0.36145 3.12181 -2.00914
H -0.28112 2.27034 -0.58765
H 5.07081 -0.10967 -3.31484
H 6.30214 1.97434 -2.73553
H 5.17941 3.62339 -1.25393
H 3.23592 4.46324 -0.44331
H 3.06987 3.37054 0.92512
H 1.74794 3.54316 -0.20634
O 1.33632 2.11484 3.70934
S 0.48107 2.43815 2.61027
O 0.15769 3.80830 2.35615
O 1.04616 1.87473 1.30895
C -1.07190 1.61791 2.91271
C -1.69946 2.11723 4.05423
C -2.94401 1.65599 4.43431
C -3.58801 0.69229 3.66659
C -2.97030 0.19298 2.53856
C -1.69478 0.63144 2.14662
P -1.09274 -0.18422 0.64057
C -2.48260 0.09795 -0.50425
C -2.94752 -0.85858 -1.40412
C -3.99859 -0.55858 -2.25941
C -4.59698 0.69214 -2.22265
C -4.15291 1.64463 -1.31404
C -3.10508 1.34851 -0.45686
C -1.06658 -1.96061 1.00961
C -1.30571 -2.45110 2.29309
C -1.32336 -3.81889 2.52559
C -1.10678 -4.70716 1.48296
C -0.84238 -4.22627 0.20707
C -0.80833 -2.86153 -0.02589
H -1.20075 2.88258 4.63460
H -3.41750 2.05495 5.32097
H -4.56949 0.33404 3.94562
H -3.48481 -0.55287 1.94421
H -2.52545 -1.85284 -1.42993
H -4.36393 -1.31538 -2.94102
H -5.42655 0.91630 -2.88012
H -4.63853 2.61003 -1.25523
H -2.79450 2.08830 0.27296
H -1.48855 -1.77419 3.11617
H -1.51934 -4.18806 3.52338
H -1.14286 -5.77349 1.66277
H -0.66435 -4.91700 -0.60717
H -0.57880 -2.49859 -1.02245
*
```

Here are the Löwdin charges for atoms 1 to 4, given in e:
1 Ir 1.23
2 C -0.01
3 C -0.27
4 C 0.01



One molecule with the formula C19H24N2O2 at a distorted geometry. Source: the Open Molecules 2025 dataset; level of theory: the ωB97M-V functional and the def2-TZVPD basis.

The HOMO energy is -8.3 eV. The largest force on an atom is 5.06 eV/A. The relative energy (zero: lowest compared OMol25 entry of this formula, charge and spin) is 67.8 kcal per mole. Its LUMO energy is 0.5 eV. The total energy comes out at -27165.8449 eV.

```
! RIJCOSX wB97M-V def2-TZVPD def2/J DEFGRID3
* xyz 0 1
O -2.73442 1.20686 -0.49222
C -2.18090 0.11665 -0.39158
C -3.05418 -1.08191 -0.54868
C -4.45260 -1.09130 -0.66184
C -5.15321 -2.30481 -0.75212
C -4.45033 -3.51354 -0.84981
C -3.06815 -3.52258 -0.76145
C -2.33914 -2.32142 -0.59827
C -0.78970 -2.35781 -0.56789
C -0.19383 -3.73702 -0.21337
C -0.82745 -4.73771 -1.13991
C -2.30710 -4.87202 -0.69540
C -0.36352 -1.29461 0.46979
N -0.81904 0.02413 0.01318
C 0.03526 1.21398 -0.02491
C 1.52793 0.93213 -0.42197
N 2.48685 1.38792 0.61354
O 3.63741 1.02657 0.23646
C 2.37210 2.86410 0.77858
C 0.90047 3.21857 1.17375
C 0.06928 1.92256 1.35725
C 0.80255 1.04294 2.41229
C 2.21750 0.74898 1.91513
H -4.98231 -0.15921 -0.61234
H -6.23037 -2.27878 -0.79781
H -4.98026 -4.42912 -0.99121
H -0.41700 -2.09966 -1.55709
H -0.38075 -4.02875 0.80741
H 0.89614 -3.71736 -0.32488
H -0.31748 -5.70236 -1.04879
H -0.77933 -4.43316 -2.18737
H -2.87012 -5.55114 -1.30727
H -2.36068 -5.27608 0.29396
H -0.85685 -1.47027 1.41395
H 0.71586 -1.36403 0.61879
H -0.31466 1.89337 -0.77509
H 1.65351 -0.15794 -0.54887
H 1.71160 1.48769 -1.35400
H 3.05127 3.15401 1.58736
H 2.68117 3.39007 -0.13045
H 0.85994 3.79903 2.07113
H 0.43337 3.87316 0.42576
H -0.95133 2.17449 1.66679
H 0.24071 0.15215 2.63038
H 0.91767 1.53721 3.35908
H 2.33548 -0.30440 1.74750
H 2.97870 1.08890 2.65508
*
```

Here are the Löwdin charges for atoms 1 to 4, given in e:
1 O 0.06
2 C -0.34
3 C -0.07
4 C -0.01



A 2-piece molecular cluster, C6H14O overall. Source: the Open Molecules 2025 dataset; level of theory: the ωB97M-V functional and the def2-TZVPD basis.

The HOMO energy is -9.7 eV. The largest force on an atom is 0.50 eV/A. The relative energy (zero: lowest compared OMol25 entry of this formula, charge and spin) is 22.0 kcal per mole. Its LUMO energy is 1.0 eV. The total energy comes out at -8495.9396 eV.

```
! RIJCOSX wB97M-V def2-TZVPD def2/J DEFGRID3
* xyz 0 1
C -1.92503 -1.74914 0.17446
C -1.19795 -0.43732 0.36952
O -1.77964 0.62744 0.31647
C 0.29578 -0.51484 0.65002
C 1.04512 0.77577 0.30872
C 1.22096 0.90127 -1.20622
C 2.39216 0.84584 1.02726
H -1.69372 -2.44758 0.98704
H -1.59090 -2.21361 -0.76185
H -3.00205 -1.57704 0.12696
H 0.39706 -0.75321 1.72061
H 0.72313 -1.37329 0.11139
H 0.41775 1.60782 0.65020
H 1.70722 1.84671 -1.47055
H 0.25545 0.86560 -1.72355
H 1.84845 0.08605 -1.59157
H 2.92180 1.77056 0.77129
H 3.03915 0.00494 0.74541
H 2.26605 0.82257 2.11638
H -3.87919 0.36988 -1.95785
H -3.46161 0.54158 -1.36415
*
```

Here are the Löwdin charges for atoms 1 to 4, given in e:
1 C -0.03
2 C -0.45
3 O 0.04
4 C -0.13